This record from OMol25 describes one molecule with the formula C4H6N2. The level of theory is wB97M-V/def2-TZVPD.

```
12
Properties=species:S:1:pos:R:3:forces:R:3:mulliken_charge:R:1
N 1.992 0.240 0.078 0.46 -0.15 0.06 -0.332
C 0.366 0.146 -0.025 0.26 0.18 -0.03 0.278
C 0.978 1.266 -0.216 -0.31 -0.22 0.03 -0.293
C -2.045 0.509 -0.188 -0.40 -0.32 0.05 -1.028
C -1.765 -0.763 0.064 0.12 0.19 -0.02 -0.132
N -0.302 -0.966 0.189 0.05 0.08 -0.02 -0.138
H 2.568 -0.131 -0.674 -0.15 0.06 0.10 0.263
H 2.436 0.215 0.994 -0.11 0.01 -0.15 0.258
H 1.005 2.323 -0.399 -0.03 -0.16 0.04 0.351
H -3.122 0.720 -0.252 0.18 -0.07 -0.01 0.165
H -2.299 -1.705 0.231 0.00 0.23 -0.03 0.330
H 0.187 -1.853 0.197 -0.07 0.15 -0.02 0.277
```
Forces are in eV/Å.

Calculated values
Orbital gap ... 6.68 eV
LUMO energy ... 0.2 eV
HOMO energy ... -6.5 eV
E_tot ... -7218.2463 eV